C23H35N5OS in the gas phase in a non-equilibrium geometry, computed with ωB97M-V/def2-TZVPD.

Values from the calculation:
HOMO energy = -7.66 eV
Structure (SMILES) = Cc1ccc(NCc2nnc(SCCN3CCCCC3)n2C[C@@H]2CCCO2)c(C)c1
Relative energy (zero: lowest compared OMol25 entry of this formula, charge and spin) = 49.0 kcal per mole

Cartesian coordinates (Å):
S  1.723  2.334  0.590
O  -2.578  4.245  -0.666
N  -0.532  -0.511  1.803
N  -0.833  1.577  1.210
N  0.666  -0.020  1.446
N  -3.313  -1.116  1.834
N  4.529  -0.465  -0.278
C  6.415  -1.496  -1.429
C  -0.546  3.972  -1.890
C  4.467  -1.563  0.673
C  -3.573  -3.936  1.787
C  4.999  -0.944  -1.565
C  -3.408  -3.048  -1.901
C  -1.188  2.613  -1.620
C  -2.119  2.929  -0.448
C  -3.286  -1.737  0.586
C  -3.512  -3.753  -0.707
C  -1.425  0.425  1.664
C  -3.174  -1.031  -0.607
C  -1.650  4.955  -1.479
C  3.273  0.254  -0.365
C  -1.407  2.860  0.925
C  6.438  -2.637  -0.419
C  -3.457  -3.131  0.525
C  0.486  1.223  1.096
C  3.171  1.257  0.778
C  -2.876  0.251  1.982
C  -3.236  -1.677  -1.829
C  -3.483  -3.766  -3.216
C  5.861  -2.138  0.900
H  -2.735  -4.556  -3.264
H  -2.131  3.117  1.704
H  6.767  -1.837  -2.405
H  -2.931  -1.709  2.557
H  -2.199  5.335  -2.347
H  5.000  -0.105  -2.266
H  -0.600  3.598  0.942
H  3.066  0.765  1.743
H  7.458  -2.999  -0.278
H  4.036  1.918  0.783
H  -0.261  4.097  -2.931
H  -3.318  -3.080  -4.043
H  0.341  4.100  -1.269
H  -3.487  0.901  1.351
H  3.792  -2.360  0.312
H  -3.144  -1.096  -2.737
H  -4.394  -3.570  2.403
H  -2.653  -3.875  2.369
H  4.335  -1.730  -1.971
H  -3.051  0.542  3.025
H  -3.003  2.282  -0.430
H  2.401  -0.420  -0.333
H  5.807  -2.949  1.628
H  -1.781  2.290  -2.476
H  5.833  -3.468  -0.791
H  4.065  -1.189  1.616
H  -3.642  -4.826  -0.745
H  7.071  -0.695  -1.086
H  6.504  -1.354  1.304
H  -4.463  -4.228  -3.340
H  3.250  0.804  -1.310
H  -3.026  0.038  -0.600
H  -3.756  -4.982  1.553
H  -1.257  5.808  -0.916
H  -0.462  1.838  -1.385

These are the natural (NBO) partial charges, in e, on atoms 1 to 5:
1 S 0.2364
2 O -0.5259
3 N -0.2892
4 N -0.3802
5 N -0.3346

=====

C5H6O in the gas phase in a non-equilibrium geometry, computed with ωB97M-V/def2-TZVPD.

Values from the calculation:
HOMO energy = -9.49 eV
Structure (SMILES) = CC#CCC=O
Relative energy (zero: lowest compared OMol25 entry of this formula, charge and spin) = 54.0 kcal per mole

Cartesian coordinates (Å):
O  3.001  -0.865  1.263
C  -2.122  1.425  -0.535
C  -0.213  -0.350  0.006
C  -1.075  0.455  -0.236
C  2.281  -0.656  0.310
C  0.876  -1.277  0.307
H  -2.381  2.029  0.335
H  0.797  -1.676  1.332
H  -1.829  2.120  -1.323
H  2.938  0.008  -0.258
H  -3.044  0.947  -0.870
H  0.855  -2.141  -0.371

These are the natural (NBO) partial charges, in e, on atoms 1 to 5:
1 O -0.5307
2 C -0.6865
3 C -0.0453
4 C 0.0296
5 C 0.3893

=====

A molecular structure, C4H8ClN2O4S in a non-equilibrium geometry, computed with ωB97M-V/def2-TZVPD.

Values from the calculation:
Net charge = -1
HOMO energy = -3.53 eV
Relative energy (zero: lowest compared OMol25 entry of this formula, charge and spin) = 66.2 kcal per mole

Cartesian coordinates (Å):
Cl  0.122  -2.646  0.338
S  0.780  0.016  0.349
O  2.903  2.087  -1.000
O  2.031  0.191  1.018
O  0.890  0.003  -1.067
O  3.735  0.008  -1.009
N  0.099  -1.072  2.564
N  -0.049  1.570  0.719
C  -2.191  -0.353  -1.990
C  -0.406  -1.003  1.273
C  3.225  1.003  -0.950
C  -2.742  -0.007  -0.845
H  -0.198  -1.801  3.175
H  1.047  -0.979  2.488
H  -3.599  -0.594  -0.517
H  -1.449  0.092  -2.489
H  0.754  2.054  0.996
H  -2.422  1.004  -0.297
H  -0.228  1.740  -0.259
H  -2.300  -1.313  -2.498

These are the natural (NBO) partial charges, in e, on atoms 1 to 5:
1 Cl -0.3720
2 S 2.1707
3 O -0.5636
4 O -1.0339
5 O -0.9740

=====

6 unconnected molecules or ions with the total composition H10IO5 in a non-equilibrium geometry, computed with ωB97M-V/def2-TZVPD.

Values from the calculation:
Net charge = -1
HOMO energy = -5.12 eV
Relative energy (zero: lowest compared OMol25 entry of this formula, charge and spin) = 27.6 kcal per mole

Cartesian coordinates (Å):
I  35.501  18.863  50.315
O  37.761  21.862  49.443
O  37.872  16.986  52.497
O  36.921  20.250  53.391
O  32.910  17.879  52.631
O  35.971  15.646  48.192
H  32.402  17.960  51.789
H  37.630  20.743  53.396
H  33.692  18.202  52.242
H  36.524  20.102  52.415
H  37.232  17.487  52.129
H  38.689  17.377  52.181
H  35.647  16.476  48.623
H  37.381  21.019  49.842
H  37.318  22.609  49.930
H  35.553  14.850  48.495

These are the natural (NBO) partial charges, in e, on atoms 1 to 5:
1 I -0.9277
2 O -0.9736
3 O -0.9396
4 O -0.9788
5 O -0.9490

=====

A molecular structure, C9H11O3 in a non-equilibrium geometry, computed with ωB97M-V/def2-TZVPD.

Values from the calculation:
Net charge = -1
HOMO energy = -3.90 eV
Relative energy (zero: lowest compared OMol25 entry of this formula, charge and spin) = 9.3 kcal per mole

Cartesian coordinates (Å):
O  -0.497  -1.864  1.081
O  -1.276  0.355  0.704
O  -2.305  -2.381  2.354
C  -0.354  0.852  -0.073
C  2.726  2.952  -2.355
C  0.789  0.175  -0.577
C  1.640  2.134  -1.720
C  -1.278  -2.666  1.745
C  -0.532  2.108  -0.680
C  0.385  2.718  -1.515
C  -0.811  -4.121  1.627
C  1.727  0.785  -1.377
H  -0.943  -0.722  1.038
H  2.888  2.783  -3.416
H  0.197  -4.284  1.990
H  -0.773  -4.331  0.548
H  0.926  -0.853  -0.298
H  -1.510  -4.831  2.069
H  2.436  3.977  -2.196
H  -1.441  2.669  -0.424
H  3.703  2.907  -1.913
H  2.588  0.256  -1.768
H  0.238  3.737  -1.854

These are the natural (NBO) partial charges, in e, on atoms 1 to 5:
1 O -0.7688
2 O -0.7208
3 O -0.6878
4 C 0.3617
5 C -0.6170

=====

2 unconnected molecules or ions with the total composition H2N2O3S in a non-equilibrium geometry, computed with ωB97M-V/def2-TZVPD.

Values from the calculation:
HOMO energy = -9.78 eV
Relative energy (zero: lowest compared OMol25 entry of this formula, charge and spin) = 109.5 kcal per mole

Cartesian coordinates (Å):
S  0.032  0.250  1.017
O  -1.453  1.358  -3.589
O  0.418  0.611  -2.876
O  -1.149  1.272  -1.497
N  -0.904  1.097  -2.612
N  0.798  0.329  -0.229
H  -0.964  -0.832  0.686
H  0.940  0.310  -2.038

These are the natural (NBO) partial charges, in e, on atoms 1 to 5:
1 S 0.7753
2 O -0.3157
3 O -0.6120
4 O -0.3744
5 N 0.7654

=====

2 unconnected molecules or ions with the total composition C6H9N2O2, computed with ωB97M-V/def2-TZVPD.

Values from the calculation:
Net charge = -1
HOMO energy = -4.98 eV
Relative energy (zero: lowest compared OMol25 entry of this formula, charge and spin) = 5.1 kcal per mole

Cartesian coordinates (Å):
O  4.466  -0.488  -1.088
O  2.357  -0.969  -0.478
N  -1.789  -1.294  1.223
N  -0.152  -0.563  -0.085
C  3.337  -0.183  -0.681
C  -2.265  -0.276  0.438
C  -3.720  0.092  0.438
C  -0.522  -1.413  0.883
C  -1.276  0.151  -0.409
C  3.067  1.285  -0.347
H  0.878  -0.620  -0.411
H  -3.999  0.417  1.444
H  2.185  1.695  -0.848
H  2.865  1.383  0.708
H  -3.947  0.792  -0.366
H  -4.327  -0.763  0.149
H  3.865  1.968  -0.638
H  0.215  -2.092  1.273
H  -1.238  0.877  -1.203

These are the natural (NBO) partial charges, in e, on atoms 1 to 5:
1 O -0.7302
2 O -0.8104
3 N -0.5201
4 N -0.5365
5 C 0.7787

=====

A molecular structure, C23H41BrClN6O4S2, computed with ωB97M-V/def2-TZVPD.

Values from the calculation:
Net charge = -1
HOMO energy = -6.14 eV

Cartesian coordinates (Å):
Br  -1.096  -3.871  -2.614
Cl  2.635  -4.386  -4.340
S  -2.297  -5.439  -3.701
S  -1.516  -6.529  -6.055
O  -2.507  -7.553  -5.859
O  -3.656  -5.045  -3.512
O  -1.886  -6.673  -3.088
O  -1.349  -6.077  -7.417
N  2.403  4.204  4.159
N  -1.813  -0.484  4.993
N  -1.765  -5.195  -5.179
N  1.711  -2.259  0.792
N  -2.004  1.154  -2.315
N  0.542  2.408  0.313
C  5.832  5.637  3.708
C  -2.873  2.993  5.864
C  -1.744  -0.875  0.778
C  5.294  5.026  2.420
C  -1.438  0.583  4.796
C  3.024  1.674  -0.026
C  1.632  2.071  0.184
C  -0.956  1.942  4.557
C  -0.089  -1.589  2.561
C  0.922  -1.959  1.571
C  2.069  -5.750  -5.331
C  -5.420  2.605  -2.367
C  -1.503  -1.755  1.998
C  3.314  1.381  -1.504
C  3.010  4.679  3.310
C  -3.810  1.819  -0.556
C  -2.788  1.435  -1.526
C  2.483  0.222  -2.039
C  3.793  5.269  2.226
C  -1.362  2.883  5.696
C  -5.217  1.705  -1.154
C  0.985  -6.569  -4.622
C  0.084  -7.268  -5.639
H  -0.942  3.868  5.489
H  -1.074  -1.133  -0.042
H  0.460  -5.957  -3.910
H  2.670  -0.678  -1.450
H  2.735  0.008  -3.077
H  -1.667  -2.802  1.734
H  3.133  2.281  -2.095
H  5.488  3.952  2.417
H  -3.120  3.695  6.661
H  1.682  -5.371  -6.270
H  3.225  0.790  0.582
H  -2.764  -0.997  0.410
H  4.375  1.143  -1.604
H  -6.439  2.517  -2.743
H  -3.712  1.173  0.315
H  5.657  6.714  3.735
H  -0.914  2.535  6.628
H  -1.590  0.180  1.022
H  0.050  -2.214  3.443
H  0.091  -0.555  2.852
H  -2.219  -1.505  2.776
H  -1.364  2.291  3.606
H  5.823  5.449  1.565
H  -0.131  -8.284  -5.333
H  3.658  2.484  0.339
H  2.931  -6.373  -5.541
H  3.578  6.338  2.192
H  -3.345  3.347  4.946
H  -5.405  0.668  -1.434
H  0.605  -7.305  -6.591
H  1.481  -7.345  -4.042
H  5.358  5.194  4.585
H  -5.942  1.964  -0.380
H  -3.316  2.031  6.124
H  3.449  4.833  1.287
H  6.905  5.469  3.793
H  0.129  1.911  4.459
H  -5.244  3.653  -2.113
H  -3.609  2.844  -0.238
H  1.415  0.439  -2.000
H  -4.744  2.333  -3.177

These are the Mulliken partial charges, in e, on atoms 1 to 5:
1 Br -0.0977
2 Cl -0.2004
3 S 0.7165
4 S 1.3113
5 O -0.6833

=====

2 unconnected molecules or ions with the total composition C4H12 in a non-equilibrium geometry, computed with ωB97M-V/def2-TZVPD.

Values from the calculation:
HOMO energy = -11.02 eV
Structure (SMILES) = CC.CC
Relative energy (zero: lowest compared OMol25 entry of this formula, charge and spin) = 33.6 kcal per mole

Cartesian coordinates (Å):
C  0.362  2.080  -0.150
C  -0.356  -2.101  -1.180
C  -0.300  1.836  1.164
C  0.231  -1.760  0.196
H  1.513  1.760  0.107
H  -0.076  0.801  1.484
H  0.265  3.096  -0.655
H  0.174  2.508  1.887
H  -0.908  -2.986  -1.234
H  -0.933  -1.253  -1.624
H  0.272  -2.696  0.772
H  -1.409  1.664  1.258
H  0.447  -2.106  -2.028
H  0.085  1.197  -0.712
H  -0.270  -0.961  0.736
H  1.218  -1.350  -0.170

These are the natural (NBO) partial charges, in e, on atoms 1 to 5:
1 C -0.6129
2 C -0.6083
3 C -0.6221
4 C -0.6260
5 H 0.1971

=====

A molecular structure, CH3AlF2NO5S2 in a non-equilibrium geometry, computed with ωB97M-V/def2-TZVPD.

Values from the calculation:
Net charge = +1
HOMO energy = -14.07 eV
Relative energy (zero: lowest compared OMol25 entry of this formula, charge and spin) = 19.8 kcal per mole

Cartesian coordinates (Å):
S  -4.561  -8.784  -8.006
S  -3.473  -9.367  -5.936
Al  -1.882  -12.091  -8.469
F  -2.159  -10.238  -5.507
F  -4.540  -9.369  -9.505
O  -4.537  -10.000  -5.226
O  -3.042  -8.034  -5.623
O  -1.628  -10.267  -10.792
O  -4.051  -7.470  -8.228
O  -5.925  -8.953  -7.617
N  -3.373  -9.874  -7.442
C  -1.676  -9.226  -11.625
H  -2.042  -8.293  -11.131
H  -2.327  -9.358  -12.496
H  -0.654  -9.008  -11.987

These are the natural (NBO) partial charges, in e, on atoms 1 to 5:
1 S 2.3654
2 S 2.3809
3 Al 0.9991
4 F -0.5154
5 F -0.5075

=====

C6H16O2Si2 in the gas phase in a non-equilibrium geometry, computed with ωB97M-V/def2-TZVPD.

Values from the calculation:
HOMO energy = -7.82 eV
Structure (SMILES) = CO/C=C(/OC)[Si](C)(C)[SiH3]
Relative energy (zero: lowest compared OMol25 entry of this formula, charge and spin) = 24.7 kcal per mole

Cartesian coordinates (Å):
Si  -1.000  0.398  -0.310
Si  -0.767  2.329  0.954
O  -0.306  -2.340  -0.608
O  1.865  0.071  0.822
C  2.783  0.009  1.848
C  0.711  -3.185  -1.014
C  0.079  -1.177  -0.027
C  1.391  -1.143  0.403
C  -0.209  0.899  -2.431
C  -2.741  -0.260  -0.276
H  -0.707  1.844  -2.546
H  3.423  -0.806  1.647
H  -3.037  -0.515  0.713
H  0.318  -4.127  -1.476
H  0.262  2.638  2.011
H  3.285  0.987  1.899
H  -0.828  3.685  0.154
H  -3.364  0.489  -0.866
H  -2.845  -1.240  -0.827
H  -2.078  2.506  1.678
H  2.262  -0.043  2.787
H  1.280  -3.442  -0.108
H  2.094  -1.925  0.699
H  -0.541  0.098  -3.127
H  0.851  0.962  -2.427
H  1.506  -2.596  -1.686

These are the natural (NBO) partial charges, in e, on atoms 1 to 5:
1 Si 1.0805
2 Si 0.3223
3 O -0.5227
4 O -0.5327
5 C -0.2377

=====

2 unconnected molecules or ions with the total composition C2H3I in a non-equilibrium geometry, computed with ωB97M-V/def2-TZVPD.

Values from the calculation:
HOMO energy = -10.16 eV
Structure (SMILES) = C#C.I
Relative energy (zero: lowest compared OMol25 entry of this formula, charge and spin) = 43.9 kcal per mole

Cartesian coordinates (Å):
I  -3.327  -2.087  0.769
C  1.401  1.701  -0.910
C  1.296  0.700  -0.227
H  1.105  -0.129  0.502
H  1.496  2.482  -1.456
H  -1.971  -2.667  1.323

These are the natural (NBO) partial charges, in e, on atoms 1 to 5:
1 I -0.0920
2 C -0.2081
3 C -0.2378
4 H 0.2492
5 H 0.1964